# 1
Molecular formula: C32H72N2O16
Method: DFT, ωB97M-V/def2-TZVPD

Geometry (Å):
C: 0.98095 0.02733 1.25037
N: 0.62043 -1.20795 0.47881
O: -0.21032 -1.08996 -0.39374
O: 1.19406 -2.24419 0.74095
H: 0.03809 0.56836 1.24415
H: 1.70362 0.55328 0.63389
H: 1.34655 -0.26169 2.22658
C: 5.62827 -0.28759 2.36267
N: 4.50161 0.33369 1.64020
O: 4.11887 1.43093 1.96585
O: 4.10984 -0.28323 0.67078
H: 6.35812 0.33476 2.87177
H: 6.13366 -0.98839 1.70680
H: 5.18621 -0.89684 3.15669
C: 2.36864 1.06915 -4.36382
C: 2.62571 2.40123 -4.04697
C: 2.76020 2.82525 -2.71904
C: 2.71559 1.87729 -1.70569
C: 2.57801 0.52685 -2.04098
C: 2.46567 0.12175 -3.35006
H: 2.19706 0.81110 -5.39930
H: 2.78413 3.17539 -4.78851
H: 2.68492 3.87038 -2.44685
H: 2.75104 2.13684 -0.65412
H: 2.57062 -0.20564 -1.24479
H: 2.26487 -0.91929 -3.57347
C: 1.11140 -4.70956 -2.10498
O: 1.97048 -5.13797 -1.09703
C: 1.39879 -5.66200 0.06487
C: 2.48347 -5.97624 1.09248
O: 3.17339 -7.19294 0.93842
C: 3.92952 -7.27911 -0.24884
H: 0.30231 -5.45058 -2.20614
H: 1.60308 -4.45358 -3.04009
H: 0.59462 -3.78170 -1.79103
H: 0.76264 -6.52995 -0.14400
H: 0.79346 -4.88737 0.55527
H: 2.12181 -6.03115 2.12285
H: 3.15285 -5.10065 1.08150
H: 3.27204 -7.42107 -1.10845
H: 4.51318 -8.20783 -0.25056
H: 4.68799 -6.50145 -0.35492
C: -0.48454 2.01218 -7.88759
O: -0.64421 1.53618 -6.57480
C: -1.94859 1.06603 -6.34025
C: -2.08187 0.36664 -5.02097
O: -1.23733 -0.75210 -4.90152
C: -0.74965 -0.96728 -3.59534
H: -1.20602 2.80716 -8.13840
H: -0.78937 1.26382 -8.63106
H: 0.53060 2.37953 -7.97084
H: -2.37252 0.48271 -7.16942
H: -2.62611 1.93428 -6.32185
H: -3.11643 0.03159 -4.90841
H: -1.84272 1.13634 -4.27687
H: -1.61075 -1.03022 -2.91652
H: -0.17986 -0.09044 -3.27081
H: -0.17245 -1.87517 -3.44923
C: -5.84703 0.95788 -2.48051
O: -5.52581 0.12089 -1.38628
C: -4.13521 -0.17612 -1.36075
C: -3.90107 -1.16386 -0.23865
O: -4.16448 -0.47898 0.97511
C: -4.06229 -1.35062 2.06201
H: -5.00349 1.56846 -2.81177
H: -6.65207 1.64060 -2.20906
H: -6.19425 0.33851 -3.31351
H: -3.48544 0.67076 -1.12802
H: -3.91112 -0.62171 -2.33437
H: -2.85151 -1.47114 -0.29643
H: -4.57642 -2.01793 -0.34233
H: -4.80447 -2.15629 2.00383
H: -4.09767 -0.84181 3.02295
H: -3.10692 -1.90235 2.10309
C: 0.51762 6.79866 6.70766
O: 0.55794 6.27665 5.40654
C: 1.86968 6.34573 4.86057
C: 1.84716 5.91159 3.41286
O: 1.33275 4.62521 3.28425
C: 1.17101 4.25048 1.94400
H: 0.81862 7.84683 6.82415
H: 1.21272 6.24124 7.35210
H: -0.48925 6.65847 7.09245
H: 2.49689 5.57921 5.33665
H: 2.27381 7.33297 5.08081
H: 2.89761 5.91455 3.07271
H: 1.35514 6.65686 2.77137
H: 0.55225 4.96626 1.38868
H: 0.70929 3.27240 1.84759
H: 2.13435 4.25821 1.41768
C: -4.94963 6.58107 -3.63909
O: -4.10251 5.43584 -3.77375
C: -3.75540 4.77385 -2.57020
C: -2.58338 3.84111 -2.81135
O: -2.54516 2.88214 -1.76086
C: -1.23623 2.49865 -1.43526
H: -5.96006 6.19336 -3.79160
H: -4.69046 7.16523 -4.51891
H: -4.88132 7.15032 -2.71419
H: -4.59843 4.12085 -2.30459
H: -3.56611 5.54896 -1.82309
H: -1.62066 4.35358 -2.83084
H: -2.73137 3.31383 -3.75652
H: -1.14892 1.50893 -0.98284
H: -0.72712 3.18818 -0.74994
H: -0.63030 2.45275 -2.34846
C: 1.61371 -6.45605 8.45862
O: 1.55863 -5.69687 7.27148
C: 0.74218 -6.31562 6.29905
C: 0.17297 -5.24762 5.40184
O: 1.17931 -4.69709 4.58390
C: 0.75360 -3.76057 3.63828
H: 2.08313 -5.86729 9.24361
H: 2.13329 -7.40971 8.33117
H: 0.61587 -6.70027 8.84227
H: -0.10855 -6.90152 6.66646
H: 1.37111 -7.02156 5.74246
H: -0.33341 -4.49356 6.01716
H: -0.59233 -5.63255 4.71188
H: 0.14541 -2.96096 4.09165
H: 0.01810 -4.20888 2.95206
H: 1.62015 -3.34706 3.13661

strongest force on any atom: 2.10 eV/Å
gap between HOMO and LUMO: 9.02 eV
structure (SMILES): C[N+](=O)[O-].C[N+](=O)[O-].c1ccccc1.COCCOC.COCCOC.COCCOC.COCCOC.COCCOC.COCCOC

# 2
Molecular formula: C32H72NO3P2
Method: DFT, ωB97M-V/def2-TZVPD

Geometry (Å):
C: 3.31256 -1.71217 0.93713
C: 3.73049 -1.24698 -0.49212
C: 2.99007 -1.99217 -1.53057
C: 1.53326 -1.51731 -1.59579
P: 0.48989 -2.58766 -2.62535
C: 1.40456 -3.03294 -4.11925
C: 2.01611 -1.80710 -4.92950
C: 3.07208 -2.20990 -5.90372
C: 2.52547 -2.91039 -7.16029
C: -1.03935 -1.58767 -3.00242
C: -2.16530 -2.37788 -3.79333
C: -3.49597 -1.59439 -3.88617
C: -3.49400 -0.49190 -4.95617
C: -0.08323 -4.13813 -1.81437
C: 0.72553 -4.85635 -0.78709
C: 0.18897 -6.21883 -0.27093
C: 0.09148 -7.37961 -1.31786
H: 3.95247 -1.29776 1.71615
H: 3.48340 -2.78865 0.94738
H: 2.29895 -1.36537 1.13818
H: 4.76778 -1.56194 -0.60591
H: 3.63934 -0.16948 -0.62918
H: 2.92988 -3.05368 -1.29044
H: 3.44214 -2.01051 -2.52224
H: 1.49901 -0.51081 -2.01278
H: 0.94629 -1.47622 -0.67824
H: 0.65247 -3.52961 -4.73226
H: 2.14045 -3.77809 -3.81704
H: 2.33950 -1.13084 -4.13818
H: 1.25729 -1.25274 -5.48174
H: 3.89985 -2.77136 -5.47052
H: 3.41747 -1.24254 -6.26845
H: 1.93990 -3.76962 -6.83331
H: 3.21476 -3.33461 -7.89037
H: 2.01140 -2.16787 -7.77062
H: -0.74202 -0.70768 -3.57278
H: -1.41041 -1.33696 -2.00866
H: -2.28532 -3.33117 -3.27861
H: -1.89536 -2.51408 -4.84055
H: -3.85456 -1.10260 -2.98193
H: -4.22917 -2.34387 -4.18418
H: -4.44104 0.02794 -5.10100
H: -3.11714 -0.81336 -5.92712
H: -2.91211 0.40205 -4.73177
H: -0.18876 -4.72281 -2.72821
H: -1.12192 -3.93460 -1.55400
H: 0.84659 -4.22367 0.09221
H: 1.71480 -5.01091 -1.21784
H: -0.76568 -6.06587 0.23241
H: 0.89298 -6.63247 0.45113
H: -0.55853 -7.20601 -2.17544
H: -0.10131 -8.39617 -0.97501
H: 1.07948 -7.46917 -1.76946
C: -0.92562 7.73980 0.37355
C: -1.43716 6.91875 1.56621
C: -0.97124 5.46005 1.30097
C: -0.98298 4.64175 2.59496
P: -0.28943 2.92933 2.54796
C: 1.47221 3.01447 2.10224
C: 2.34824 1.70410 2.18503
C: 3.66492 1.89839 2.87372
C: 3.57991 2.20554 4.38532
C: -0.54601 2.24195 4.24559
C: -1.97162 2.26367 4.89625
C: -2.07331 1.30593 6.11193
C: -1.05509 1.70772 7.17085
C: -1.39741 1.94882 1.26644
C: -2.91531 2.25308 1.19114
C: -3.59250 1.61838 -0.02009
C: -4.21521 0.27587 0.39087
H: 0.14233 7.92719 0.48523
H: -1.31028 8.75939 0.39731
H: -1.11941 7.32596 -0.61604
H: -2.52260 6.93712 1.66412
H: -1.18974 7.30098 2.55655
H: 0.05080 5.55928 0.93536
H: -1.46239 5.03011 0.42803
H: -2.04582 4.51018 2.79785
H: -0.53986 5.21805 3.40714
H: 1.89953 3.77455 2.75628
H: 1.48008 3.42969 1.09445
H: 2.52270 1.35223 1.16824
H: 1.87387 0.86047 2.68638
H: 4.26929 2.59158 2.28864
H: 4.15823 0.93851 2.72089
H: 2.96384 3.07072 4.63031
H: 4.49424 2.52548 4.88507
H: 3.12702 1.35611 4.89667
H: 0.11201 2.91569 4.79438
H: -0.03126 1.28140 4.22358
H: -2.66639 1.93912 4.12161
H: -2.24023 3.30557 5.07062
H: -2.02018 0.26235 5.80172
H: -2.99607 1.53355 6.64560
H: -0.00583 1.61615 6.89021
H: -1.22317 1.17785 8.10844
H: -1.18645 2.76616 7.39570
H: -1.12574 0.89423 1.31262
H: -0.94854 2.24402 0.31803
H: -2.99443 3.32088 0.98704
H: -3.37408 1.91059 2.11867
H: -3.02430 1.46054 -0.93679
H: -4.46496 2.21306 -0.29076
H: -5.08344 0.46967 1.02072
H: -3.47293 -0.36355 0.86864
H: -4.69416 -0.27923 -0.41571
N: -0.14770 -1.75098 1.87530
O: -0.83714 -1.49412 0.89432
O: 0.14523 -0.85196 2.64850
O: 0.25006 -2.91134 2.04058

strongest force on any atom: 2.80 eV/Å
ΔE to the lowest compared entry with this formula, charge and spin: 1.490 eV
gap between HOMO and LUMO: 8.50 eV
total charge: +1

# 3
Molecular formula: C32H74CdF6NO20S2
Method: DFT, ωB97M-V/def2-TZVPD

Geometry (Å):
Cd: 0.62503 -2.52834 0.56515
C: 1.10119 -5.23592 -2.61668
C: 1.09811 -4.35264 -1.47062
C: 1.70891 -4.94425 -0.11013
O: 1.25009 -4.43777 0.93375
C: 2.48696 -6.16834 -0.23540
C: 2.52591 -6.85299 -1.40554
C: 1.83428 -6.37576 -2.68211
O: 1.91446 -6.91997 -3.84734
O: 3.49330 -7.76889 -1.46948
O: 0.71381 -3.16018 -1.34091
H: 0.75631 -4.72802 -3.50522
H: 3.12722 -6.48752 0.57366
C: -0.44324 1.18186 2.45681
F: -1.69055 1.08970 2.02551
F: -0.22243 2.34791 3.07672
F: -0.26149 0.23890 3.40750
S: 0.89116 0.76117 1.01958
O: 1.13030 2.04307 0.29084
O: 2.13686 0.25821 1.66555
N: 0.19366 -0.67479 0.16668
S: -0.56373 0.00186 -1.03023
O: -1.46360 -0.95338 -1.69279
O: -1.31235 1.25667 -0.76237
C: 0.78361 0.46973 -2.35495
F: 0.58159 -0.08981 -3.53909
F: 0.89525 1.77015 -2.48585
F: 1.92261 0.15143 -1.84988
C: 4.38377 -0.61525 -3.81754
C: 4.05929 -1.99236 -4.15920
O: 4.31400 -2.07268 -5.61532
H: 5.40283 -0.23209 -3.87047
H: 4.08877 -0.41774 -2.78696
H: 3.76398 0.04875 -4.42008
H: 2.99684 -2.19065 -4.01782
H: 4.67169 -2.70574 -3.60769
H: 5.26362 -2.07622 -5.75606
C: -2.46654 -4.34663 -1.09555
C: -2.10129 -4.34956 0.40327
O: -1.39481 -3.14205 0.58922
H: -1.68103 -4.01139 -1.77282
H: -3.26460 -3.64996 -1.35220
H: -2.89295 -5.26814 -1.49191
H: -1.59976 -5.28370 0.65615
H: -3.07224 -4.40313 0.89569
H: -2.06544 -2.46328 0.69477
C: -3.17061 1.32771 5.30378
C: -3.06243 0.32938 6.43707
O: -3.18592 -0.94676 5.84797
H: -2.80590 0.94031 4.35246
H: -2.67264 2.25659 5.58182
H: -4.19966 1.63452 5.11670
H: -3.86325 0.55185 7.14227
H: -2.03980 0.37562 6.81148
H: -3.13736 -1.65806 6.49086
C: 0.51962 4.33273 -4.03186
C: -0.02548 5.72282 -4.44499
O: 0.34252 6.58027 -3.37680
H: 1.60694 4.40577 -4.00925
H: 0.33103 3.59194 -4.80889
H: 0.13803 4.04306 -3.05279
H: -1.10247 5.74262 -4.61163
H: 0.48624 6.02691 -5.35810
H: 1.28828 6.70008 -3.26372
C: -2.17792 4.61463 0.69819
C: -1.16976 4.89442 -0.42430
O: -1.69001 5.94498 -1.28380
H: -3.15220 4.49038 0.22551
H: -2.32993 5.39400 1.44490
H: -1.91368 3.79033 1.36061
H: -0.96851 4.00888 -1.02714
H: -0.25281 5.24933 0.04615
H: -1.13544 6.12927 -2.04544
C: 1.49613 -1.68854 4.93541
C: 1.59559 -2.78843 3.81306
O: 0.71974 -2.39374 2.69522
H: 2.20092 -1.83968 5.75304
H: 0.50416 -1.59481 5.37734
H: 1.79849 -0.68302 4.64280
H: 1.29327 -3.73838 4.25387
H: 2.58626 -2.79688 3.35854
H: -0.11631 -2.37957 3.16683
C: 2.84655 2.28662 -5.64404
C: 3.48933 2.09090 -7.02176
O: 4.47875 2.90878 -7.39780
H: 2.33502 3.24388 -5.74446
H: 3.57705 2.36242 -4.83860
H: 2.06464 1.55597 -5.43698
H: 2.64973 2.12262 -7.71615
H: 3.87881 1.07618 -7.10381
H: 4.48907 3.06256 -8.34535
C: 4.76837 -2.76671 -0.69121
C: 4.08606 -2.78713 0.65790
O: 2.90248 -2.08858 0.66437
H: 4.25430 -2.07876 -1.36243
H: 4.71840 -3.72844 -1.20179
H: 5.82476 -2.51441 -0.59913
H: 4.81010 -2.33843 1.33801
H: 3.87855 -3.75677 1.11050
H: 3.19677 -1.22143 0.95254
C: -3.42374 -3.98989 3.89569
C: -1.93524 -3.53418 4.08732
O: -1.76827 -2.20748 3.75346
H: -3.38380 -5.02815 4.22511
H: -3.65085 -3.75547 2.85570
H: -4.12456 -3.40877 4.49507
H: -1.21469 -4.21505 3.63420
H: -1.72575 -3.59054 5.15552
H: -2.15857 -1.66668 4.44397
C: -3.99734 3.15037 -2.45313
C: -2.94619 2.74342 -3.49815
O: -3.60832 2.19123 -4.63873
H: -3.57172 3.93909 -1.83277
H: -4.20310 2.34322 -1.75007
H: -4.90693 3.52839 -2.91989
H: -2.21004 2.03596 -3.11647
H: -2.42508 3.67722 -3.70925
H: -3.03590 2.22864 -5.40850
C: -5.14185 -0.90567 0.17443
C: -4.65602 -1.20696 1.63100
O: -3.25915 -1.57356 1.54940
H: -4.96929 -1.74176 -0.50328
H: -4.53409 -0.14303 -0.31251
H: -6.13389 -0.45790 0.23320
H: -5.19995 -1.90661 2.26560
H: -4.84219 -0.29482 2.19796
H: -2.80562 -1.60854 2.39480
C: 0.79589 5.75642 4.13940
C: 1.56708 5.28274 5.35940
O: 1.35253 6.12277 6.43553
H: 0.92325 6.81980 3.93661
H: -0.22117 5.73853 4.53103
H: 0.72464 4.99497 3.36275
H: 2.63607 5.21283 5.15823
H: 1.22671 4.27537 5.59910
H: 2.22397 6.47393 6.63266

multiplicity: 2
strongest force on any atom: 6.98 eV/Å
gap between HOMO and LUMO (spin up / spin down): 2.26 / 5.09 eV
total charge: -2

# 4
Molecular formula: C32H74ClF5N3O8S
Method: DFT, ωB97M-V/def2-TZVPD

Geometry (Å):
C: 5.59550 -1.80505 -3.18881
C: 4.24760 -2.51617 -3.45865
C: 3.02252 -1.59087 -3.51496
C: 2.04964 -1.57321 -2.30982
C: 2.56440 -0.86485 -1.04705
C: 3.60236 -1.78002 -0.35954
O: 3.24231 -3.14080 -0.42185
C: 3.77867 -3.89055 0.64985
O: 3.26755 0.27802 -1.56753
C: 4.12663 0.93393 -0.66848
C: 4.55660 2.31237 -1.25824
S: 4.40617 2.44050 -3.07000
C: 3.27634 3.84827 -3.30505
C: 1.78543 3.46603 -3.34712
C: 3.45606 1.09223 0.71144
N: 1.96795 0.99824 0.60668
N: 1.64745 2.16750 -0.18511
C: 1.39897 1.31608 1.97160
C: 2.03479 0.65969 3.21497
C: 1.00774 0.39636 4.32493
Cl: 0.34331 -1.25403 4.27297
C: 1.43507 -0.33286 -0.07518
C: 1.06600 -1.37248 0.99832
C: 0.43789 -2.69432 0.50576
C: -0.93155 -2.98849 1.16632
C: -1.87853 -3.81614 0.28489
C: -1.22772 -4.96205 -0.51129
N: -1.32177 -4.69836 -1.95534
C: 0.13637 -0.01527 -0.84595
C: -1.07717 0.52905 -0.08047
C: -2.37912 0.10976 -0.78700
C: -3.61767 0.32709 0.05761
F: -3.50450 -0.28851 1.25968
F: -4.68359 -0.21543 -0.57842
C: -3.94880 1.81343 0.32183
F: -3.10377 2.30905 1.23724
F: -5.19024 1.96397 0.78726
F: -3.82257 2.52165 -0.79882
H: 6.35531 -2.16148 -3.88429
H: 5.99107 -2.01370 -2.19298
H: 5.50759 -0.72716 -3.33181
H: 4.34348 -2.96142 -4.45095
H: 4.09939 -3.35516 -2.78005
H: 3.30544 -0.57876 -3.80069
H: 2.39194 -1.95242 -4.33311
H: 1.15940 -1.09240 -2.70988
H: 1.77345 -2.60661 -2.10802
H: 3.74806 -1.51146 0.69345
H: 4.56955 -1.63803 -0.84509
H: 4.85680 -3.73166 0.75294
H: 3.29812 -3.62888 1.60241
H: 3.59509 -4.94335 0.45002
H: 5.05201 0.37077 -0.52358
H: 5.61242 2.45773 -1.03798
H: 3.98610 3.12055 -0.80561
H: 3.48752 4.57611 -2.52318
H: 3.57137 4.27311 -4.26200
H: 1.67575 2.41897 -3.63203
H: 1.27240 4.07301 -4.09341
H: 1.28926 3.64866 -2.39101
H: 3.66524 2.09339 1.08012
H: 3.85787 0.37163 1.41623
H: 0.69555 2.45203 -0.00421
H: 1.83415 1.96802 -1.16187
H: 1.55437 2.39018 2.06822
H: 0.32449 1.16119 1.98375
H: 2.57995 -0.25316 2.98998
H: 2.76791 1.34609 3.64253
H: 1.49029 0.50811 5.29131
H: 0.19233 1.11625 4.27222
H: 0.34190 -0.94315 1.68334
H: 1.92213 -1.60945 1.62864
H: 1.09777 -3.51716 0.76328
H: 0.30628 -2.74362 -0.57322
H: -0.76419 -3.50621 2.11414
H: -1.43988 -2.05480 1.42693
H: -2.63554 -4.25095 0.94132
H: -2.43145 -3.16896 -0.39894
H: -0.19634 -5.13653 -0.18964
H: -1.80347 -5.86995 -0.33970
H: -0.74739 -3.91168 -2.22982
H: -1.06151 -5.50975 -2.49873
H: 0.33972 0.65659 -1.68335
H: -0.18191 -0.93432 -1.32633
H: -1.15761 0.19564 0.95267
H: -1.08414 1.62269 -0.06146
H: -2.36696 -0.96456 -0.98994
H: -2.49663 0.61549 -1.74447
C: -2.10215 -4.53033 5.89008
O: -1.09704 -4.54036 4.87995
H: -2.48505 -5.54501 5.96987
H: -1.68466 -4.23126 6.85448
H: -2.92632 -3.86455 5.62413
H: -0.74611 -3.65123 4.79262
C: -2.30729 -8.70354 7.11270
O: -1.30351 -8.68139 6.10436
H: -2.68650 -9.71895 7.19049
H: -1.89453 -8.40993 8.08155
H: -3.13846 -8.04086 6.85413
H: -0.96850 -7.78196 6.05146
C: 6.10958 5.44113 -6.66988
O: 5.24523 5.43351 -5.53481
H: 5.77598 4.64870 -7.33453
H: 6.05671 6.39326 -7.20201
H: 7.14460 5.24642 -6.38053
H: 5.53553 6.13373 -4.94398
C: -7.22119 5.10572 0.31521
O: -7.38078 3.95002 1.13574
H: -8.03937 5.78073 0.54328
H: -6.27147 5.61351 0.50952
H: -7.28024 4.84200 -0.74337
H: -6.66626 3.34024 0.93299
C: -3.18552 5.65833 -0.54443
O: -2.07679 6.54843 -0.56166
H: -2.86305 4.74159 -1.02831
H: -3.49604 5.43079 0.48024
H: -4.03640 6.06447 -1.09692
H: -2.34436 7.37270 -0.14618
C: -11.16518 4.45867 0.25764
O: -10.00519 4.36888 -0.55966
H: -11.87790 5.09673 -0.25939
H: -11.62217 3.47825 0.41421
H: -10.93451 4.90396 1.22972
H: -9.37188 3.80435 -0.10159

strongest force on any atom: 1.14 eV/Å
gap between HOMO and LUMO: 8.76 eV
total charge: +1